Model 1:
10
Properties=species:S:1:pos:R:3 method="wB97M-V/def2-TZVPD" gap_ev="8.32 / 8.32" e_lumo_ha="0.013 / 0.013" multiplicity=1 total_charge=0 homo_energy_ev="-8.0 / -8.0"
C -0.1371 -0.1187 0.1681
N -0.4558 0.7383 -0.8093
N 2.0243 -0.1855 -0.1119
O 2.3627 -1.3037 -0.2476
O 2.6679 0.8289 0.0308
S -0.6150 -1.7568 -0.1751
H -0.1253 0.1102 1.2813
H -0.2971 1.7878 -0.7609
H -0.4297 0.3411 -1.7758
H -1.0687 -2.1408 1.0703

Model 2:
10
Properties=species:S:1:pos:R:3 method="wB97M-V/def2-TZVPD" gap_ev=8.19 e_lumo_ha=0.006 multiplicity=1 total_charge=0 homo_energy_ev=-8.0
C -0.3634 -0.4200 -0.2533
N 0.5733 -1.5870 -0.3066
N 0.1248 0.8327 0.0268
O -2.5037 0.8069 0.2179
O 1.3686 1.3264 -0.3542
S -1.9907 -0.5992 -0.1517
H 1.5022 -1.4277 0.0624
H 0.1384 -2.3789 0.1836
H -0.4909 1.6377 0.1210
H 1.6415 1.8091 0.4541

Model 3:
10
Properties=species:S:1:pos:R:3 method="wB97M-V/def2-TZVPD" gap_ev=9.80 e_lumo_ha=0.020 multiplicity=1 total_charge=0 homo_energy_ev=-9.2
C 1.4472 -0.4149 0.1144
N -3.1093 -0.3877 -2.0866
N -2.3666 0.0107 -1.3947
O -0.8628 0.4219 0.5994
O 0.7001 1.0593 2.2691
S 0.6375 1.0804 0.8075
H 2.2630 -0.5595 0.8266
H 0.8717 -1.3424 0.1223
H 1.6097 -0.0846 -0.8883
H -1.1904 0.2169 -0.3696

Model 4:
10
Properties=species:S:1:pos:R:3 method="wB97M-V/def2-TZVPD" gap_ev=7.64 e_lumo_ha=-0.025 multiplicity=1 total_charge=0 homo_energy_ev=-8.3
C -0.2356 0.0190 -1.8861
N -0.7950 0.1246 -0.1588
N -0.2182 -0.1253 0.9351
O 1.0342 -0.2444 2.9508
O -0.9893 0.7338 -2.5482
S 1.2324 -0.4403 1.3749
H 1.1303 0.7070 3.0713
H -0.2443 -1.2225 -1.8880
H 0.8857 0.1576 -1.8302
H -1.8002 0.2905 -0.0206

Relative energies, in kJ/mol, with the most stable structure set to zero: model 1 344.7; model 2 222.5; model 3 0.0; model 4 354.7.

Model 1:
11
Properties=species:S:1:pos:R:3 method="wB97M-V/def2-TZVPD" gap_ev=8.45 e_lumo_ha=-0.023 multiplicity=1 total_charge=0 homo_energy_ev=-9.1 smiles="CSC(=S)NO"
C 2.2022 -0.0368 1.0469
S 1.0817 1.0113 -0.1787
C -0.5126 0.1095 -0.1695
S -1.8698 0.8481 -0.8003
N -0.7287 -1.0815 0.6682
O 0.2508 -2.2703 0.3800
H 2.6339 -0.9459 0.3767
H 1.6534 -0.3539 1.9748
H 2.9025 0.7890 1.2235
H -1.5763 -1.4850 -0.1917
H -0.0470 -2.4573 -0.7024

Model 2:
11
Properties=species:S:1:pos:R:3 method="wB97M-V/def2-TZVPD" gap_ev=10.07 e_lumo_ha=0.019 multiplicity=1 total_charge=0 homo_energy_ev=-9.5 smiles="O=C(CS)NS"
O -0.6806 1.6569 -0.4767
C -0.2638 0.6780 0.0245
C 1.2141 0.5606 0.5519
S 2.1744 -0.7514 -0.2218
N -1.0335 -0.4473 0.2539
S -2.6860 -0.5813 -0.0062
H 1.1300 0.3809 1.6432
H 1.7070 1.4579 0.3748
H 1.5367 -0.6840 -1.4136
H -0.5649 -1.3333 0.5313
H -2.5334 -0.9369 -1.2613

Relative energies, in kJ/mol, with the most stable structure set to zero: model 1 433.1; model 2 0.0.

Model 1:
68
Properties=species:S:1:pos:R:3 method="wB97M-V/def2-TZVPD" gap_ev="7.02 / 5.69" e_lumo_ha="-0.013 / -0.062" multiplicity=3 total_charge=0 s_squared=2.004 homo_energy_ev="-7.4 / -7.4"
Ni -1.0985 -1.4953 0.2440
O 0.8379 -0.7275 0.4301
S 1.7956 0.2640 -0.2411
C 3.0877 -0.7695 -1.0146
C 2.6252 -2.1630 -1.4078
C 2.8201 -3.1665 -0.2702
C 2.0918 -4.4822 -0.5172
S 0.3512 -4.4241 -0.0315
O -0.1321 -3.1182 -0.6186
C 0.6060 -4.1844 1.7322
C -0.0160 -3.1472 2.4038
C 0.2239 -2.9312 3.7519
C 1.0656 -3.7882 4.4412
C 1.6343 -4.8739 3.7888
C 1.4046 -5.0791 2.4389
C 1.0045 0.8063 -1.7437
C 1.6139 1.8150 -2.4772
C 1.0080 2.2636 -3.6391
C -0.1999 1.7197 -4.0562
C -0.8105 0.7217 -3.3105
C -0.1987 0.2659 -2.1528
H 3.9088 -0.7960 -0.2957
H 3.4111 -0.1805 -1.8734
H 3.1883 -2.4980 -2.2823
H 1.5772 -2.1282 -1.7010
H 2.4794 -2.7386 0.6750
H 3.8892 -3.3678 -0.1611
H 2.5184 -5.3247 0.0246
H 2.0794 -4.7427 -1.5776
H -0.7413 -2.5196 1.8945
H -0.2619 -2.1094 4.2584
H 1.2610 -3.6252 5.4922
H 2.2582 -5.5683 4.3341
H 1.8461 -5.9365 1.9494
H 2.5362 2.2654 -2.1317
H 1.4712 3.0564 -4.2098
H -0.6668 2.0729 -4.9652
H -1.7559 0.2991 -3.6221
H -0.6632 -0.5362 -1.5868
O -5.9161 3.1644 -0.5257
C -6.1255 2.2450 0.2819
O -7.1129 1.9415 0.9589
C -4.9124 1.3487 0.4606
C -3.7546 1.8241 1.0812
C -2.6342 1.0336 1.1449
N -2.5762 -0.1965 0.6211
C -3.7210 -0.7051 0.1128
C -4.8783 0.0284 0.0108
C -3.6684 -2.1877 -0.2090
O -4.5902 -2.7694 -0.7308
O -2.5507 -2.7333 0.1906
H -3.7359 2.8212 1.4997
H -1.7464 1.3854 1.6548
H -5.7565 -0.4467 -0.4051
N 0.2851 2.5014 0.6931
C 0.7916 3.7614 0.3614
C 1.7607 4.3683 1.1562
C 2.2937 5.5929 0.7864
C 1.8800 6.2214 -0.3788
C 0.9197 5.6105 -1.1731
C 0.3741 4.3909 -0.8095
H 0.3117 2.2527 1.6694
H -0.5929 2.2733 0.2507
H 2.0893 3.8822 2.0670
H 3.0374 6.0599 1.4183
H 2.2883 7.1829 -0.6560
H 0.5853 6.0886 -2.0842
H -0.3945 3.9319 -1.4196

Model 2:
68
Properties=species:S:1:pos:R:3 method="wB97M-V/def2-TZVPD" gap_ev="6.60 / 5.01" e_lumo_ha="-0.015 / -0.074" multiplicity=3 total_charge=0 s_squared=2.004 homo_energy_ev="-7.0 / -7.0"
Ni -0.9814 -1.3237 0.2301
O 1.0523 -0.7521 0.3941
S 2.0139 0.1776 -0.3028
C 3.1900 -0.9344 -1.2188
C 2.5978 -2.2975 -1.5373
C 2.8261 -3.2966 -0.3956
C 1.9950 -4.5636 -0.5632
S 0.2503 -4.3560 -0.0067
O -0.1675 -3.0736 -0.6523
C 0.6366 -3.9645 1.7264
C 0.1203 -2.8258 2.3142
C 0.4830 -2.4745 3.6030
C 1.3279 -3.3003 4.3275
C 1.7642 -4.4961 3.7741
C 1.4178 -4.8338 2.4756
C 1.1602 0.7254 -1.7953
C 1.7706 1.6815 -2.5908
C 1.1443 2.0896 -3.7578
C -0.0835 1.5486 -4.1150
C -0.7030 0.6147 -3.2982
C -0.0759 0.2059 -2.1312
H 4.0760 -1.0196 -0.5866
H 3.4564 -0.3799 -2.1169
H 3.0431 -2.6844 -2.4572
H 1.5290 -2.2007 -1.7133
H 2.5769 -2.8197 0.5549
H 3.8836 -3.5700 -0.3574
H 2.3994 -5.4046 -0.0019
H 1.9227 -4.8467 -1.6147
H -0.5954 -2.1987 1.7856
H 0.0978 -1.5644 4.0422
H 1.6210 -3.0262 5.3314
H 2.3782 -5.1710 4.3548
H 1.7597 -5.7686 2.0510
H 2.7222 2.1075 -2.2961
H 1.6132 2.8346 -4.3858
H -0.5573 1.8472 -5.0400
H -1.6680 0.2042 -3.5636
H -0.5645 -0.5426 -1.5047
O -6.0540 3.2724 -0.7170
C -6.2552 2.4276 0.1640
O -7.1825 2.0919 0.9015
C -4.9418 1.5473 0.3807
C -3.8039 2.1145 0.9436
C -2.6524 1.3590 1.0127
N -2.5876 0.0974 0.5585
C -3.7149 -0.4633 0.0958
C -4.9108 0.2205 -0.0266
C -3.6650 -1.9832 -0.1562
O -4.6326 -2.5295 -0.6398
O -2.5644 -2.5016 0.2546
H -3.8118 3.1301 1.3143
H -1.7683 1.7720 1.4803
H -5.7730 -0.3038 -0.4103
N 0.4288 2.0138 0.7446
C 0.7294 3.3632 0.5532
C 1.5882 4.0314 1.4237
C 1.9114 5.3596 1.2013
C 1.4032 6.0342 0.1009
C 0.5678 5.3633 -0.7805
C 0.2206 4.0425 -0.5531
H 0.5199 1.6549 1.6819
H -0.3906 1.6801 0.2637
H 1.9902 3.5095 2.2850
H 2.5652 5.8723 1.8945
H 1.6426 7.0764 -0.0590
H 0.1745 5.8672 -1.6535
H -0.4659 3.5326 -1.2206

Relative energies, in kJ/mol, with the most stable structure set to zero: model 1 0.0; model 2 70.2.

Model 1:
11
Properties=species:S:1:pos:R:3 method="wB97M-V/def2-TZVPD" gap_ev=10.23 e_lumo_ha=0.020 multiplicity=1 total_charge=0 homo_energy_ev=-9.7 smiles="O=C1NNC(=O)ON1"
O 1.2243 1.6619 1.5229
C 0.6664 0.9473 0.8159
N 1.1034 -0.2883 0.4957
N 0.2132 -1.2670 0.1730
C -0.6170 -0.8729 -0.8194
O -1.2290 -1.6910 -1.5178
O -0.7816 0.4299 -0.9505
N -0.6531 1.1334 0.2361
H 1.7197 -0.5555 1.2683
H 0.4508 -2.2721 -0.0090
H -0.8208 2.1278 -0.0097

Model 2:
11
Properties=species:S:1:pos:R:3 method="wB97M-V/def2-TZVPD" gap_ev=9.00 e_lumo_ha=0.006 multiplicity=1 total_charge=0 homo_energy_ev=-8.8
C 0.7786 -0.1694 0.2060
C -0.8982 0.0739 -0.9089
H 2.5371 -0.9493 -0.6307
H 2.7119 -0.6058 1.1439
H -3.0512 0.3541 0.9672
N 2.1533 -0.4680 0.2150
N 0.0318 0.5979 0.9665
N -1.0759 0.4563 0.2520
O -2.2049 1.1179 0.7842
O -1.4470 0.0736 -2.0060
O 0.4645 -0.4812 -0.9890

Relative energies, in kJ/mol, with the most stable structure set to zero: model 1 0.0; model 2 217.2.

Model 1:
47
Properties=species:S:1:pos:R:3 method="wB97M-V/def2-TZVPD" gap_ev=8.17 e_lumo_ha=-0.015 multiplicity=1 total_charge=0 homo_energy_ev=-8.6 smiles="CC[C@H](C)NC(=O)/C=C/c1ccc(S(=O)(=O)NCc2ccco2)cc1"
C -2.3405 -2.9211 5.1611
C -1.1897 -2.3387 5.9727
C 0.1789 -2.7588 5.4229
C 1.3115 -2.2544 6.3167
N 0.3581 -2.2764 4.0592
C 0.3656 -0.9695 3.7022
O 0.2223 -0.0503 4.4874
C 0.5639 -0.7520 2.2471
C 0.6141 0.4929 1.7642
C 0.8083 0.9027 0.3851
C 0.8018 -0.0024 -0.6809
C 0.9979 0.4370 -1.9764
C 1.2031 1.7825 -2.2144
S 1.4211 2.3648 -3.8860
O 2.4086 3.4005 -3.9240
O 1.5725 1.2348 -4.7583
N -0.0620 3.1317 -4.1092
C -1.1721 2.2436 -4.3941
C -1.0493 1.5523 -5.7151
C -1.2067 0.2501 -6.0830
C -0.9366 0.1973 -7.4727
C -0.6333 1.4688 -7.8408
O -0.7058 2.2986 -6.7857
C 1.2120 2.7004 -1.1818
C 1.0126 2.2606 0.1122
H -2.2960 -4.0091 5.1527
H -3.2929 -2.6211 5.5904
H -2.3043 -2.5647 4.1339
H -1.2625 -2.6770 7.0074
H -1.2437 -1.2504 5.9636
H 0.2198 -3.8532 5.3699
H 1.2804 -1.1699 6.3644
H 1.2040 -2.6575 7.3198
H 2.2755 -2.5606 5.9163
H 0.4885 -2.9675 3.3399
H 0.6708 -1.6266 1.6222
H 0.5123 1.2927 2.4886
H 0.6363 -1.0521 -0.4960
H 1.0054 -0.2424 -2.8147
H 0.0382 3.8603 -4.8022
H -2.0917 2.8395 -4.3535
H -1.2052 1.4956 -3.5989
H -1.4751 -0.5673 -5.4463
H -0.9598 -0.6691 -8.1008
H -0.3586 1.8998 -8.7827
H 1.3825 3.7394 -1.4125
H 1.0200 2.9660 0.9298

Model 2:
47
Properties=species:S:1:pos:R:3 method="wB97M-V/def2-TZVPD" gap_ev=9.42 e_lumo_ha=0.024 multiplicity=1 total_charge=0 homo_energy_ev=-8.8 smiles="O=C(NCc1ccco1)[C@@H]1CCCN(S(=O)(=O)Cc2ccccc2)C1"
O 0.6129 0.4553 -2.5116
C 0.8448 -0.1516 -1.4883
N 1.5285 -1.3167 -1.4697
C 2.1190 -1.8883 -2.6643
C 3.5866 -2.0958 -2.4947
C 4.3378 -3.2337 -2.4365
C 5.6763 -2.8159 -2.2357
C 5.6356 -1.4581 -2.1792
O 4.3787 -1.0139 -2.3336
C 0.3805 0.3443 -0.1246
C 1.5525 0.6817 0.8045
C 1.0092 1.2378 2.1203
C 0.0438 0.2334 2.7489
N -1.0049 -0.0740 1.8093
S -2.5396 -0.3725 2.3601
O -2.4921 -0.6584 3.7667
O -3.1608 -1.3222 1.4843
C -3.3746 1.2455 2.1559
C -2.9376 1.8424 0.8679
C -3.2965 1.2375 -0.3327
C -2.8406 1.7449 -1.5361
C -2.0300 2.8685 -1.5570
C -1.6779 3.4828 -0.3671
C -2.1248 2.9692 0.8393
C -0.5478 -0.6560 0.5746
H 1.7151 -1.7815 -0.5964
H 1.6468 -2.8467 -2.9027
H 1.9158 -1.1720 -3.4667
H 3.9853 -4.2401 -2.5333
H 6.5402 -3.4414 -2.1461
H 6.4024 -0.7225 -2.0392
H -0.1880 1.2592 -0.3106
H 2.2034 1.4149 0.3255
H 2.1456 -0.2136 1.0087
H 0.4787 2.1698 1.9227
H 1.8264 1.4411 2.8135
H -0.4279 0.6328 3.6461
H 0.5884 -0.6811 3.0288
H -4.4363 1.0141 2.1808
H -3.0957 1.8405 3.0201
H -3.9211 0.3574 -0.3098
H -3.1127 1.2620 -2.4619
H -1.6681 3.2566 -2.4961
H -1.0478 4.3601 -0.3767
H -1.8485 3.4512 1.7668
H -1.4266 -0.8729 -0.0311
H -0.0208 -1.6021 0.7740

Relative energies, in kJ/mol, with the most stable structure set to zero: model 1 71.7; model 2 0.0.